[1]
A structure of composition C28H46Br48FNO2P, computed with wB97M-V/def2-TZVPD.

```
127
C28H46Br48FNO2P (wB97M-V/def2-TZVPD)
Br -1.83 13.35 -1.22
Br -9.54 -7.81 3.77
Br 11.05 -7.29 -1.68
Br 13.47 -4.04 -1.02
Br 2.45 -6.39 0.59
Br 9.27 -4.79 -2.49
Br 2.64 1.15 -3.68
Br -5.34 11.95 0.83
Br -5.66 -7.85 2.89
Br -3.86 14.15 2.57
Br 17.11 -2.91 0.06
Br 4.30 6.67 0.09
Br 3.32 12.65 -0.42
Br -8.55 -10.52 5.12
Br 2.39 9.16 0.67
Br 4.52 -1.35 -2.99
Br -6.61 -5.89 0.59
Br 5.72 -4.67 -1.17
Br -0.25 4.32 2.90
Br 0.14 11.22 -2.54
Br 4.66 -3.66 1.65
Br -4.74 -5.42 5.89
Br -0.97 7.42 3.06
Br -5.96 -5.21 -2.99
Br -4.52 -2.65 7.43
Br 1.98 6.44 3.71
Br -4.81 -5.36 9.07
Br 3.25 8.49 -2.31
Br 2.66 -3.84 -0.81
Br -7.38 -7.73 6.10
Br -0.20 -4.74 1.20
Br 14.61 -6.28 -2.97
Br 17.09 -2.79 -3.10
Br 15.76 -0.45 -1.42
Br 5.88 11.60 -1.97
Br 14.55 -6.78 0.18
Br -5.32 14.98 -0.12
Br -4.02 -13.87 3.25
Br -3.07 -10.92 3.99
Br -0.88 10.81 0.44
Br -9.02 -6.05 -3.00
Br 2.70 -0.01 -0.74
Br -5.14 -11.37 1.63
Br 9.26 -5.84 0.51
Br -6.76 -8.28 -2.75
Br 3.84 13.57 -3.42
Br 0.45 -5.64 -1.77
Br -3.53 -6.10 1.31
P -0.88 3.14 -2.22
F -1.50 3.13 -3.85
O -3.92 4.61 0.28
O -4.05 -2.57 2.10
N 1.30 5.18 -0.51
C -8.91 -8.64 5.39
C -3.47 -1.09 -0.44
C -5.20 -7.04 1.21
C 0.15 4.70 -2.70
C -4.47 -3.18 3.29
C 4.05 12.16 -2.13
C -1.81 1.49 -1.95
C 9.42 -6.33 -1.34
C -4.73 -1.88 -0.10
C -1.22 0.31 -2.73
C -0.41 12.09 -0.92
C 0.61 -6.08 0.09
C 1.47 4.79 -1.93
C -2.37 4.20 -1.60
C 2.87 -0.42 -2.61
C 14.73 -5.48 -1.22
C -5.33 13.79 1.39
C -7.23 -6.56 -3.48
C 17.15 -1.76 -1.48
C -4.50 -12.01 3.32
C 4.21 -4.59 0.03
C -5.07 -1.90 1.39
C -4.12 -4.52 7.47
C -1.47 -1.07 -2.10
C 0.40 6.12 2.67
C -3.17 3.61 -0.45
C 2.85 7.75 -0.57
C -2.94 -1.42 -1.85
H 1.99 7.09 -0.68
H 15.72 -5.05 -1.14
H -3.04 4.42 -2.44
H 0.66 6.24 1.63
H -2.86 1.61 -2.26
H -1.99 5.16 -1.23
H 2.11 5.56 -2.39
H -3.69 -0.02 -0.38
H -2.51 3.16 0.30
H 0.07 -7.00 0.26
H -3.57 -0.93 -2.61
H 0.40 4.57 -3.76
H -3.05 -2.50 -1.98
H -6.03 -2.40 1.54
H -5.36 -3.80 3.14
H 0.28 2.37 -2.65
H -3.04 -4.62 7.50
H -3.66 -3.80 3.65
H 0.36 4.94 -0.23
H 3.48 11.31 -2.48
H -4.71 -2.44 4.08
H -1.79 1.23 -0.88
H -5.18 -0.87 1.76
H -3.88 2.85 -0.80
H -0.36 3.14 -0.85
H 0.45 12.64 -0.56
H -5.10 -7.82 0.47
H -7.20 -6.65 -4.56
H -4.64 -2.92 -0.43
H 8.60 -6.99 -1.57
H -1.07 -1.81 -2.81
H 3.97 -5.61 0.30
H -0.40 5.64 -2.62
H -0.13 0.44 -2.84
H 1.94 4.62 0.04
H -5.32 -11.92 4.02
H -0.88 -1.18 -1.18
H 2.07 -1.09 -2.86
H -1.64 0.29 -3.75
H -2.69 -1.33 0.28
H -9.70 -8.57 6.11
H -4.51 5.02 -0.36
H -5.60 -1.43 -0.61
H -6.24 13.97 1.94
H 2.01 3.84 -2.02
H 18.10 -1.24 -1.46
```

Its total charge is -1. Its LUMO energy is 0.69 eV. Its maximum force is 0.106 Eh/bohr. The value obtained for the total energy is -3409406.01823 eV.



[2]
A cluster of 10 separate species, C40H94O23 in total, computed with wB97M-V/def2-TZVPD.

```
157
C40H94O23 (wB97M-V/def2-TZVPD)
O 7.96 -0.93 5.39
O -1.40 5.03 -4.59
O -1.88 6.96 -1.64
O 5.38 -0.88 2.93
O 0.07 -1.33 0.46
O 3.51 3.75 1.34
O 1.58 -5.01 0.96
O 0.61 -1.35 -5.32
O -4.33 -3.30 1.63
O -0.67 7.14 -5.09
O 0.74 5.60 -4.46
O -1.27 0.48 -1.46
O -1.40 4.14 0.49
O -4.77 -3.83 -3.04
O 1.19 -2.25 4.62
O -2.92 -2.57 -3.32
O 2.74 1.23 -0.36
O -0.96 -0.05 -6.00
O 0.88 0.85 -5.05
O -4.81 -1.56 -3.26
O 4.45 -5.52 1.43
O -1.15 -0.36 4.89
O -6.50 -1.08 3.52
C 5.15 -0.49 1.59
C 4.62 -5.14 2.76
C -2.08 -3.73 -3.41
C 1.96 2.13 0.37
C -1.22 -0.79 0.52
C -1.37 6.25 -0.51
C -6.22 -1.51 -3.38
C -1.19 -1.78 4.99
C -2.03 0.24 4.00
C 0.75 -1.14 1.67
C 3.88 -4.48 0.56
C 4.80 3.82 0.73
C -6.57 -0.70 4.88
C -2.03 2.91 0.85
C 1.32 -1.82 -3.04
C -1.24 8.18 -1.95
C 0.12 -2.23 5.61
C -5.42 -2.43 1.79
C 8.11 -1.48 6.71
C 6.77 -1.29 4.80
C 1.74 -1.63 -4.46
C 0.27 -0.15 -5.46
C -1.66 0.73 -2.78
C -4.29 -3.84 0.32
C 2.53 -3.91 0.99
C -0.49 6.02 -4.73
C -1.57 -3.89 -4.85
C -2.07 4.91 -0.44
C -1.61 1.21 -5.99
C 2.53 -2.19 5.16
C 1.08 4.32 -3.84
C -4.21 -2.79 -3.17
C 2.73 1.43 -1.79
C 0.29 -4.65 1.43
C -5.37 -1.90 3.24
C 2.38 3.60 0.45
C 6.72 -0.62 3.41
C -3.50 4.03 -4.79
C -2.80 5.32 -4.48
C -1.77 -0.71 -0.87
H 7.91 -2.57 6.68
H -1.41 -0.14 -3.37
H -3.09 0.07 4.25
H 2.42 -0.75 -4.58
H -5.36 -2.73 3.95
H -4.43 -1.33 3.38
H 5.20 -5.90 3.25
H -4.29 -3.05 -0.42
H -3.10 6.15 -5.17
H -6.62 -0.51 -3.15
H -0.32 -5.52 1.35
H -5.38 -1.57 1.05
H 4.19 -0.93 1.33
H 2.88 2.44 -1.97
H 5.85 -0.96 0.90
H -5.17 -4.51 0.26
H -4.61 4.16 -4.70
H 2.15 4.26 -3.92
H 0.03 -3.29 5.92
H 1.71 1.20 -2.13
H -7.37 0.02 4.99
H -1.17 8.85 -1.07
H -0.36 6.04 -0.78
H -1.24 0.26 0.93
H 1.62 4.20 0.98
H -1.42 6.90 0.37
H -0.71 -4.59 -4.91
H -6.72 -2.26 -2.72
H -1.84 8.60 -2.80
H 4.88 3.16 -0.12
H -1.80 -1.41 1.20
H 2.65 -1.36 5.82
H 6.84 0.46 3.52
H -6.43 -1.80 -4.40
H -3.12 4.99 -0.25
H 5.09 0.64 1.45
H 2.54 -3.46 1.98
H 2.24 -3.11 0.26
H -6.36 -2.91 1.54
H 0.92 -0.91 -2.55
H 5.29 -4.22 2.76
H -2.16 2.29 -0.01
H 1.87 1.74 1.39
H 4.62 -3.67 0.42
H 7.46 -1.02 2.78
H -3.32 3.72 -5.82
H -2.99 5.79 -3.51
H -3.16 3.21 -4.11
H 3.51 0.82 -2.21
H -2.87 -0.78 -0.98
H -1.89 4.45 -1.39
H 3.19 -2.20 4.33
H 5.01 4.86 0.39
H 0.55 -2.63 -2.95
H 3.74 -4.94 3.36
H -0.25 8.02 -2.36
H 2.56 4.09 -0.52
H -1.14 1.58 -3.15
H -1.16 1.82 -5.24
H 5.58 3.61 1.49
H -2.69 1.06 -5.85
H 1.00 2.26 -0.07
H 0.76 4.44 -2.81
H 0.34 -1.67 6.53
H 0.69 -2.07 2.26
H -2.36 -4.21 -5.57
H -2.00 -2.10 5.66
H 0.36 -0.28 2.16
H -5.71 -0.08 5.17
H -0.19 -3.81 0.89
H 2.17 -2.18 -2.42
H -3.34 -4.39 0.24
H -3.01 3.16 1.22
H 0.27 -4.34 2.49
H 9.17 -1.41 6.98
H 1.77 -0.88 1.43
H -1.40 2.37 1.55
H 0.54 3.54 -4.30
H 6.61 -2.39 4.73
H -1.28 -3.66 -2.70
H -1.79 1.30 4.15
H -1.22 -2.92 -5.20
H -6.76 -1.55 5.56
H -1.84 0.02 2.94
H 2.81 -3.11 5.70
H -2.75 0.87 -2.83
H 5.91 -0.87 5.35
H 7.46 -0.97 7.43
H -1.40 1.68 -6.95
H 3.71 -5.04 -0.35
H -1.27 -2.31 4.04
H -2.63 -4.65 -3.22
H -1.34 -1.59 -1.39
H 2.17 -2.56 -4.83
```

Its LUMO energy is 0.40 eV. Its maximum force is 0.111 Eh/bohr. As for the SMILES: CCOC(=O)OC.CCOC(=O)OC.CCOC(=O)OC.COCCOC.COCCOC.COCCOC.COCCOC.COCCOC.COCCOC.COCCOC. The value obtained for the total energy is -90087.05204 eV.



[3]
A structure of composition C64H82F3N4O5STi, computed with wB97M-V/def2-TZVPD.

```
160
C64H82F3N4O5STi (wB97M-V/def2-TZVPD)
Ti 0.68 -0.72 -0.14
S 2.78 -2.46 -3.91
F 9.79 -1.11 1.98
F 10.03 -1.36 -0.14
F 9.64 0.60 0.67
O -1.47 -0.09 0.33
O 1.71 0.58 -1.58
O 0.50 -1.91 1.50
O 0.89 0.68 0.88
O -0.21 -1.51 -1.40
N 3.31 -4.37 -2.26
N 5.08 -2.92 -2.68
N 2.08 -2.16 3.12
N 1.15 -4.00 2.06
C -0.94 0.36 3.17
C -2.59 -1.70 -1.70
C 1.67 3.12 -0.20
C -2.26 1.01 -0.13
C -2.05 -0.53 2.63
C 0.18 3.89 -2.07
C 0.91 2.87 -1.48
C -1.31 -1.27 -2.13
C 5.77 -1.90 -3.44
C 2.77 -3.03 4.06
C -4.24 -2.68 5.62
C 3.19 -4.30 3.34
C 3.89 -5.05 -1.12
C 7.36 -2.23 0.90
C -5.93 -1.34 -4.40
C -0.51 3.71 -3.27
C -2.77 -2.59 -0.50
C -0.55 1.67 2.52
C 0.35 1.76 1.44
C -4.53 -3.04 4.16
C -1.78 5.09 4.73
C 7.85 -0.95 0.66
C -0.50 2.44 -3.84
C 0.08 -0.01 -3.82
C 3.74 -1.63 0.16
C -2.39 -0.25 -4.05
C -3.65 -0.61 -3.61
C 5.14 -1.48 0.37
C -4.33 -4.56 4.01
C 0.73 3.03 0.98
C 3.80 -3.28 -2.89
C -0.98 2.85 3.13
C 9.32 -0.70 0.79
C 2.47 -0.76 3.15
C 1.92 -4.96 2.83
C -0.16 5.92 -4.35
C -0.56 4.11 2.74
C 0.28 4.17 1.63
C -2.00 4.47 -5.18
C 2.93 0.52 -2.32
C -2.15 -0.86 1.28
C 0.38 6.04 3.99
C -4.92 -0.19 -4.33
C 0.90 1.61 -2.08
C -1.66 6.34 2.59
C -3.64 -2.29 3.17
C -3.63 -2.66 1.83
C 0.18 -4.55 1.14
C -4.64 0.29 -5.76
C 5.64 -0.19 0.16
C 6.01 -2.49 0.75
C -2.20 5.51 -2.94
C 0.18 1.38 -3.25
C -5.52 0.98 -3.53
C -2.81 -1.24 3.55
C 1.24 -2.66 2.20
C -5.99 -2.68 3.85
C 6.99 0.07 0.29
C -2.89 -1.98 0.88
C -1.24 -0.55 -3.34
C -0.91 5.37 3.50
C -3.72 -1.34 -2.43
C 2.56 -1.57 -0.13
C -1.22 4.88 -3.93
H -1.26 4.44 5.44
H 1.32 -5.32 3.67
H 2.15 -5.82 2.19
H -2.27 0.28 -4.98
H 6.63 -2.32 -3.96
H 2.11 -3.27 4.90
H -4.82 1.80 -3.47
H -2.51 5.34 -5.58
H -0.21 -3.75 0.52
H 5.64 -3.49 0.95
H -0.06 -0.28 3.13
H -2.61 5.91 2.26
H -2.73 4.62 4.45
H 3.42 -0.42 -2.08
H 0.56 5.47 -5.03
H -6.65 -3.21 4.54
H -2.72 -0.98 4.59
H 0.98 6.40 3.16
H -6.32 -1.59 -3.42
H -4.13 -0.49 -6.33
H -2.73 6.34 -3.41
H 3.38 -5.99 -0.98
H -6.77 -1.06 -5.03
H -6.16 -1.62 3.96
H 7.37 1.07 0.11
H 2.12 4.12 -0.24
H -4.20 -3.51 1.51
H 0.88 -0.67 -3.47
H -5.46 -2.22 -4.83
H -1.02 2.25 -4.76
H -5.77 0.67 -2.52
H -4.04 1.19 -5.78
H -1.08 6.58 1.70
H -0.65 6.75 -4.85
H -2.59 1.62 0.71
H 2.16 -0.29 4.08
H 2.32 -4.48 -2.40
H -4.89 -3.27 6.26
H -2.75 3.72 -4.94
H 5.65 -3.49 -2.09
H 0.15 6.88 4.63
H 2.46 2.38 -0.08
H 4.95 -5.26 -1.30
H 0.10 0.02 -4.91
H -4.67 -4.92 3.04
H -1.35 4.08 -5.95
H 0.98 5.33 4.56
H -2.93 4.78 -2.60
H -6.43 1.34 -4.02
H 0.37 6.30 -3.48
H -1.87 7.27 3.12
H 2.03 -0.24 2.30
H -4.43 -1.63 5.82
H 4.96 0.60 -0.11
H 3.85 -4.05 2.51
H 8.03 -3.02 1.20
H -1.63 1.61 -0.79
H -3.64 -3.22 -0.67
H -4.91 -5.07 4.77
H 0.62 5.13 1.26
H -2.01 6.02 5.24
H 3.64 -2.49 4.46
H 3.72 -4.97 4.01
H 3.57 1.37 -2.06
H -1.69 5.91 -2.06
H 0.66 -5.29 0.49
H -4.67 -1.68 -2.05
H 3.80 -4.44 -0.21
H -1.64 2.75 3.98
H 3.56 -0.69 3.06
H -0.63 -5.03 1.68
H -3.29 -4.82 4.13
H 6.11 -1.10 -2.77
H -5.58 0.50 -6.26
H 0.19 4.86 -1.60
H -3.21 -2.92 5.88
H 2.74 0.55 -3.40
H -1.89 -3.26 -0.46
H -3.13 0.65 -0.69
H -6.26 -2.97 2.84
H -1.17 0.56 4.22
H 5.08 -1.48 -4.17
```

Its total charge is +1. Its LUMO energy is -2.82 eV. Its maximum force is 0.048 Eh/bohr. The value obtained for the total energy is -126000.14533 eV.



[4]
An isolated molecule of C2H4N2O2S, computed with wB97M-V/def2-TZVPD.

```
11
C2H4N2O2S (wB97M-V/def2-TZVPD)
S 2.64 -0.58 -0.34
O -1.82 0.41 -0.42
O 0.18 -0.47 1.19
N 0.59 0.74 0.68
N -1.43 -0.92 -0.54
C 1.63 0.72 -0.14
C -0.54 -1.24 0.32
H -0.27 -2.26 0.38
H -2.55 0.51 -1.07
H -0.18 1.37 0.52
H 1.75 1.72 -0.59
```

Its LUMO energy is 0.44 eV. Its maximum force is 0.031 Eh/bohr. As for the SMILES: O/N=C\ONC=S. The value obtained for the total energy is -20045.19550 eV.



| no. | frontier orbital gap (hartree) |
| --- | --- |
| 1 | 0.1826 |
| 2 | 0.3504 |
| 3 | 0.2655 |
| 4 | 0.3346 |